Here is 11 unconnected molecules or ions with the total composition C41H85Cl3N11O14S from the Open Molecules 2025 dataset. Energies are from ωB97M-V with the def2-TZVPD basis set.

Structure (XYZ):
```
155
Properties=species:S:1:pos:R:3:forces:R:3
C -2.47855 5.45907 0.62279 -0.1 -0.4 0.1
C -1.99742 4.36274 0.73662 0.8 0.3 0.6
C -1.19608 3.14150 0.97737 -0.8 0.1 -0.9
C -0.02983 2.94661 -0.03545 0.0 -0.9 0.6
C 1.35879 2.88459 0.64140 -0.5 0.8 -0.8
C 2.13437 4.23820 0.81878 -0.3 -1.6 0.9
Cl 1.01914 5.66953 0.60047 0.1 0.1 -0.3
C 2.62771 4.24561 2.32370 0.3 1.0 1.1
O 3.26133 3.24954 2.70688 0.1 -0.6 -0.7
O 2.34855 5.25314 3.00794 -0.2 -0.2 -0.5
N 3.24209 4.25246 -0.09168 0.2 1.1 0.2
C 4.48828 4.80984 0.34965 -0.1 -0.3 -0.4
S 4.56027 6.55209 0.92319 2.4 1.1 0.5
O 5.30273 7.31957 -0.08232 -1.0 -0.4 0.0
O 5.17874 6.58669 2.23551 -0.8 -0.3 -0.5
C 2.89501 4.38430 -1.46301 0.2 0.1 -0.3
Cl 3.90669 3.22229 -2.45625 0.0 0.0 -0.1
C 2.97012 5.80485 -2.10192 0.3 -0.2 -0.8
C 4.25215 6.17226 -2.85865 -0.3 0.1 -0.1
Cl 1.62098 5.86544 -3.33572 0.0 0.1 0.2
H -2.90322 6.42894 0.58410 -0.1 0.1 -0.1
H -1.88517 2.29577 0.87544 0.1 0.0 0.0
H -0.83261 3.09379 2.00071 0.1 0.3 0.1
H -0.10551 3.64580 -0.86607 0.1 0.2 0.1
H -0.19087 1.95151 -0.46488 0.1 0.1 -0.1
H 1.26856 2.44013 1.62989 -0.1 0.1 -0.2
H 1.99232 2.22969 0.04603 0.1 0.1 0.0
H 4.94266 4.23849 1.16040 -0.4 0.1 0.3
H 5.19033 4.76087 -0.48404 0.0 0.3 0.0
H 3.29620 7.05990 0.97586 0.0 -0.5 0.1
H 1.88849 4.02179 -1.62831 0.0 -0.1 0.3
H 2.70377 6.57455 -1.38649 -0.1 -0.2 0.3
H 4.34584 7.25274 -2.96336 -0.1 0.0 0.1
H 5.15535 5.81333 -2.37557 0.0 0.0 0.1
H 4.18036 5.75590 -3.86096 0.2 -0.2 0.0
C -4.66136 4.00443 -4.29942 -0.1 0.1 0.1
C -4.14529 4.61749 -3.02070 0.2 -0.1 0.2
O -3.54304 3.96198 -2.18956 -0.2 -0.2 -0.2
N -4.37422 5.94387 -2.80903 -0.1 0.0 -0.1
C -5.06357 6.88439 -3.66784 0.2 0.0 0.4
H -4.38823 2.95646 -4.31086 0.0 0.0 -0.1
H -5.74890 4.08697 -4.35412 0.0 0.1 -0.1
H -4.21355 4.47910 -5.17327 -0.1 0.0 0.0
H -3.99732 6.27679 -1.93523 0.1 0.0 0.0
H -4.38741 7.69711 -3.94188 -0.1 0.0 -0.1
H -5.91970 7.30907 -3.13813 -0.1 0.0 -0.1
H -5.41531 6.40037 -4.57281 0.0 0.0 0.0
C 1.90568 -2.20860 -0.54465 0.0 0.1 0.0
C 2.16542 -0.81796 -0.02274 0.0 0.2 0.4
O 2.50263 0.10147 -0.75600 0.0 -0.1 -0.3
N 2.00727 -0.59337 1.30555 0.1 -0.1 -0.2
C 1.61011 -1.53680 2.32484 0.0 0.5 0.0
H 2.07047 -2.21258 -1.61750 0.1 0.0 0.0
H 2.58496 -2.92926 -0.08848 -0.1 -0.1 0.1
H 0.87222 -2.49984 -0.34838 0.1 -0.2 0.0
H 2.19275 0.36293 1.58273 0.0 0.0 0.1
H 0.68939 -1.18245 2.80054 0.0 -0.1 0.0
H 2.39442 -1.60380 3.08224 -0.1 -0.1 0.1
H 1.44099 -2.52131 1.90604 0.1 0.0 0.0
C 1.24569 3.15797 5.40599 -0.1 0.1 -0.1
C 0.82685 1.90469 4.68497 0.2 0.3 0.0
O 0.62627 1.89679 3.48429 -0.4 -0.5 0.1
N 0.68129 0.75536 5.41188 0.0 0.2 0.0
C 0.86682 0.56213 6.83396 -0.2 -0.4 -0.3
H 1.32833 3.96899 4.68181 0.1 -0.1 0.0
H 0.50607 3.42669 6.16504 0.1 0.0 0.1
H 2.22120 3.01801 5.87301 0.0 0.0 0.0
H 0.41187 -0.03983 4.85611 0.0 0.0 0.0
H 1.64590 -0.18769 6.99720 0.0 0.1 0.2
H -0.06601 0.19590 7.27136 0.1 0.0 0.2
H 1.15514 1.48666 7.32199 0.0 0.0 -0.1
C 2.53452 -6.61911 2.10752 0.0 0.0 0.0
C 2.79104 -5.23870 2.66147 0.0 0.1 -0.1
O 3.14266 -4.31133 1.95325 0.1 -0.1 0.0
N 2.61269 -5.05158 3.99808 0.0 -0.2 -0.1
C 2.19850 -6.01964 4.99534 0.1 0.4 0.0
H 2.71718 -6.60118 1.03765 0.0 0.1 0.0
H 3.20508 -7.34712 2.56634 -0.1 -0.1 0.0
H 1.49919 -6.91567 2.28050 0.0 -0.1 0.0
H 2.80113 -4.10805 4.29783 0.0 0.0 0.0
H 1.27627 -5.68326 5.47315 0.0 -0.1 0.0
H 2.97214 -6.11332 5.76002 -0.1 -0.1 0.0
H 2.02733 -6.99240 4.54773 0.0 0.0 0.0
C 5.25194 -1.60465 -5.57777 0.0 0.0 -0.1
C 5.56206 -0.19345 -5.13358 0.0 0.2 0.2
O 5.96535 0.65315 -5.91838 0.0 -0.1 -0.1
N 5.37515 0.09784 -3.82399 0.1 -0.2 -0.2
C 4.90355 -0.77506 -2.75993 -0.1 0.4 0.0
H 5.44913 -1.68307 -6.64283 0.0 0.1 0.0
H 5.88336 -2.32043 -5.04993 -0.1 -0.1 0.0
H 4.20288 -1.84170 -5.39625 0.0 -0.1 0.1
H 5.59519 1.05313 -3.58732 -0.1 0.0 0.0
H 3.99377 -0.36051 -2.32028 0.1 -0.1 0.0
H 5.66310 -0.83989 -1.97891 0.0 -0.1 0.0
H 4.69574 -1.77218 -3.13464 0.0 0.0 -0.1
C -0.75225 -3.82605 -5.02470 0.0 0.0 0.0
C -0.08060 -3.37116 -3.75168 0.1 0.1 0.2
O 0.41220 -4.16459 -2.95976 -0.1 -0.1 -0.1
N -0.04184 -2.03799 -3.50676 -0.1 -0.3 -0.2
C -0.56432 -0.94701 -4.31240 0.2 0.0 0.4
H -0.70408 -4.91023 -5.07659 0.0 0.0 0.1
H -1.79919 -3.52651 -5.02798 0.0 0.0 -0.1
H -0.24345 -3.40986 -5.89588 -0.1 0.1 0.0
H 0.41688 -1.80314 -2.64185 0.0 0.1 0.0
H 0.25089 -0.27469 -4.58230 -0.1 0.1 -0.1
H -1.29457 -0.39022 -3.72283 0.0 0.1 -0.2
H -1.03886 -1.31105 -5.21712 0.0 0.0 0.0
C -3.45079 -7.06866 -5.46663 0.0 0.0 0.1
C -3.93353 -5.69961 -5.87931 0.0 0.1 0.1
O -4.08719 -4.79777 -5.07249 0.0 0.0 0.0
N -4.19306 -5.49463 -7.19867 0.1 -0.2 0.1
C -4.06805 -6.43374 -8.29747 -0.1 0.4 0.0
H -3.28789 -7.06861 -4.39338 0.0 0.1 0.0
H -4.19606 -7.82751 -5.70897 0.1 -0.1 -0.1
H -2.50971 -7.30908 -5.96296 0.0 -0.1 0.0
H -4.50917 -4.55998 -7.40358 0.0 0.0 0.0
H -3.35948 -6.04700 -9.03190 0.0 -0.1 -0.1
H -5.03714 -6.56153 -8.78333 0.0 -0.1 -0.1
H -3.71990 -7.39942 -7.94805 0.0 0.0 0.0
C 0.67259 -3.23943 9.29656 0.0 0.0 0.0
C -0.54995 -2.35598 9.24073 -0.2 0.1 -0.2
O -1.36237 -2.43131 8.33211 0.1 0.0 0.0
N -0.72347 -1.45563 10.24379 0.2 -0.1 0.0
C 0.12568 -1.21569 11.39627 -0.4 0.2 -0.1
H 0.66518 -3.89402 8.43055 -0.1 0.0 0.0
H 1.58201 -2.63758 9.27299 0.0 0.0 0.1
H 0.66284 -3.85219 10.19880 0.1 0.0 0.0
H -1.55735 -0.89946 10.14173 0.0 0.0 0.0
H -0.44285 -1.38482 12.31244 0.1 0.0 0.1
H 0.47154 -0.18083 11.38774 0.1 0.0 0.1
H 0.98738 -1.87395 11.39058 0.0 0.0 0.0
C -3.97522 -1.46229 -5.19091 -0.1 0.1 -0.1
C -3.97701 -0.01356 -4.77014 0.0 0.2 0.1
O -3.80621 0.89579 -5.57195 0.0 -0.1 -0.1
N -4.16605 0.25457 -3.45216 -0.1 -0.2 -0.2
C -4.37197 -0.68367 -2.36216 0.1 0.3 0.0
H -3.80394 -1.51632 -6.26285 0.0 0.1 0.0
H -3.18174 -2.00474 -4.68254 -0.2 -0.1 0.1
H -4.93460 -1.92777 -4.96609 0.1 -0.1 0.1
H -4.14678 1.23893 -3.22796 0.1 0.0 0.2
H -5.33231 -0.47996 -1.88378 0.0 -0.1 0.0
H -3.58212 -0.56082 -1.61830 -0.1 -0.1 0.1
H -4.36626 -1.70822 -2.72114 0.0 0.0 -0.1
C -4.78379 -0.95596 1.90961 0.0 0.0 0.0
C -3.33858 -0.52389 1.98811 0.3 0.1 0.1
O -2.74415 -0.05589 1.03314 -0.2 -0.1 -0.3
N -2.69895 -0.66520 3.17976 -0.2 -0.2 0.0
C -3.21385 -1.19142 4.43144 0.4 0.2 -0.2
H -5.14372 -0.77538 0.90120 0.1 0.0 0.0
H -4.87898 -2.01997 2.13139 -0.1 0.0 0.1
H -5.39410 -0.38114 2.60728 0.0 -0.1 0.0
H -1.74296 -0.34309 3.15321 0.0 0.1 0.0
H -3.14530 -0.42698 5.20725 -0.1 -0.1 0.1
H -2.62021 -2.05228 4.74388 -0.1 0.0 0.1
H -4.24965 -1.49734 4.32997 0.0 0.0 0.0
```
Forces are in eV/Å.

Computed properties:
Total charge: -1
Calculated total energy in eV: -137357.850
Orbital gap in eV: 6.54
HOMO level in eV: -5.088

***

Here is a molecular structure, C12H24O24S6 from the Open Molecules 2025 dataset. Energies are from ωB97M-V with the def2-TZVPD basis set.

Structure (XYZ):
```
66
Properties=species:S:1:pos:R:3:forces:R:3
C -3.20086 -1.96198 -3.68279 -1.0 0.9 0.4
C -3.73717 -1.08370 -4.81565 0.5 -0.3 -0.7
O -3.91934 -2.05571 -5.87694 -0.2 0.2 -0.3
S -4.66132 -3.29169 -5.22678 0.2 0.4 0.7
O -4.33355 -4.46629 -5.92359 0.3 -0.6 -0.4
O -6.01281 -2.95964 -4.95970 -0.3 0.1 0.0
O -3.84838 -3.22839 -3.84624 0.2 -0.4 -0.3
H -3.55076 -1.57111 -2.73142 0.4 0.0 0.1
H -2.11695 -2.02743 -3.72966 0.0 -0.4 0.0
H -2.99358 -0.38823 -5.19389 0.0 0.1 0.1
H -4.68300 -0.57556 -4.64105 0.0 -0.1 0.3
C -0.00361 1.37099 -0.77314 1.4 0.2 0.3
C 0.15654 -0.00627 -0.14471 0.4 -0.4 0.2
O -1.18762 -0.48358 0.04644 -0.1 -0.4 -0.3
S -2.25591 0.63524 -0.31851 1.5 0.1 0.0
O -3.18766 0.73891 0.71245 -1.1 0.1 1.3
O -2.69041 0.48331 -1.65061 -0.1 -0.1 -1.0
O -1.21816 1.84008 -0.20655 -0.5 0.3 -0.4
H 0.02247 1.39247 -1.86358 -0.6 -0.3 0.0
H 0.81676 2.02317 -0.46917 -0.3 0.1 0.3
H 0.61765 -0.00596 0.84180 -0.2 0.5 0.1
H 0.78032 -0.69385 -0.71801 -0.6 -0.2 -0.4
C 3.72369 0.33408 -2.79060 0.9 0.0 -1.2
C 3.59614 -0.29753 -1.41927 -0.3 0.8 1.0
O 3.48413 -1.70049 -1.57028 0.1 0.0 0.1
S 3.52037 -2.13392 -3.11427 -0.2 0.7 0.2
O 2.19341 -2.34027 -3.53786 -1.0 0.0 -0.2
O 4.48895 -3.12373 -3.30240 0.9 -0.9 -0.1
O 4.07472 -0.76851 -3.66650 0.0 0.1 0.1
H 4.58435 0.99137 -2.86594 -0.1 0.1 0.2
H 2.88481 0.87761 -3.21554 -0.4 -0.3 0.3
H 2.74038 0.08360 -0.85559 -0.1 -0.1 -0.3
H 4.45346 -0.04700 -0.78984 0.2 -0.4 -0.3
C 3.84267 -1.20849 3.18396 0.0 -1.1 -0.3
C 4.35743 -0.12128 4.13997 0.1 -0.5 -0.3
O 3.37201 0.91117 4.12782 0.0 0.9 -0.3
S 1.95764 0.40077 3.62241 1.0 -2.5 0.3
O 1.37912 1.33274 2.74315 -0.3 0.8 -0.3
O 1.25750 -0.20453 4.68912 -0.5 0.5 0.5
O 2.53996 -0.82035 2.75265 -0.1 0.6 -0.3
H 3.81662 -2.19720 3.64800 -0.3 0.2 0.3
H 4.42353 -1.38378 2.27668 0.2 0.6 0.1
H 5.29418 0.27221 3.75472 0.0 0.3 0.3
H 4.46550 -0.49512 5.15383 0.1 0.0 0.0
C -5.64256 -0.34013 2.55930 0.8 1.2 0.7
C -5.66331 -0.41181 4.08613 0.7 -0.3 0.2
O -6.72891 -1.33361 4.34594 -0.3 0.2 0.2
S -7.93420 -0.95807 3.37349 0.7 0.1 0.0
O -8.63423 0.15005 3.89546 -0.4 0.6 0.2
O -8.61087 -2.13636 3.00844 -0.2 -0.5 -0.2
O -7.01184 -0.43590 2.17617 0.0 -0.6 -0.3
H -4.95535 -1.08332 2.15730 -0.7 -0.4 -0.4
H -5.27795 0.63205 2.23244 0.0 0.0 -0.1
H -5.77840 0.55857 4.57232 -0.6 -0.1 -0.1
H -4.77272 -0.85929 4.52367 0.0 -0.1 -0.2
C 4.75731 2.28582 1.01166 0.0 -0.8 -0.3
C 3.72557 3.26881 1.49630 -0.1 0.0 1.1
O 3.00194 3.64643 0.32418 0.2 -0.2 -0.4
S 4.00859 3.71422 -0.91367 0.0 -0.1 0.6
O 4.50226 5.02614 -1.01434 0.4 0.6 -0.2
O 3.43905 3.06247 -2.03303 -0.4 -0.2 -0.2
O 5.13120 2.75914 -0.29582 0.0 0.0 0.1
H 4.34279 1.27779 0.89952 -0.1 0.1 0.0
H 5.65659 2.19591 1.61502 0.0 0.3 0.1
H 4.20953 4.09771 2.01768 -0.2 0.4 -0.5
H 2.99230 2.83726 2.16893 0.1 -0.1 0.0
```
Forces are in eV/Å.

Computed properties:
Relative energy (zero: lowest compared OMol25 entry of this formula, charge and spin) in kcal per mole: 12.8
Calculated total energy in eV: -126978.495
Orbital gap in eV: 10.32
HOMO level in eV: -10.862

***

Here is a molecular structure, C45H60AsN10ORbSi from the Open Molecules 2025 dataset. Energies are from ωB97M-V with the def2-TZVPD basis set.

Structure (XYZ):
```
119
Properties=species:S:1:pos:R:3:forces:R:3
Rb 0.67103 0.34950 -0.45726 0.0 -0.2 0.1
C -0.96869 3.78724 4.26035 0.5 0.1 0.1
C -1.65663 2.93956 3.40832 0.0 0.0 -0.3
C -1.18710 2.71025 2.11875 0.4 0.3 -1.0
C 0.00441 3.30355 1.62719 -0.4 -0.8 1.5
C 0.73149 4.05223 2.55849 -0.1 0.4 0.2
C 0.24940 4.33226 3.82847 -0.5 -0.6 -0.4
N 0.56423 3.05744 0.37854 -0.1 0.7 -0.5
C 0.86207 4.15069 -0.31269 -0.3 -0.8 -0.8
C 0.38775 5.45893 0.03884 -0.6 0.7 -0.1
C 0.67202 6.57621 -0.67958 0.8 0.3 -0.3
C 1.50480 6.52676 -1.83909 -0.5 -0.2 0.3
C 1.88026 5.28114 -2.27986 0.5 0.8 -0.4
C 1.56940 4.10794 -1.58519 0.3 -1.3 -0.1
N 1.85953 2.84246 -2.14429 -0.9 0.9 1.3
N 2.65340 2.80836 -3.10536 0.1 0.3 -0.3
C 2.70353 1.57199 -3.76224 0.0 0.0 -0.6
C 3.84059 1.34293 -4.53005 0.6 -0.7 -0.9
C 3.91342 0.17350 -5.30017 0.2 0.7 0.9
C 2.85737 -0.70986 -5.27750 -0.5 -0.3 -0.1
C 1.72478 -0.33440 -4.55998 0.7 0.4 0.0
N 1.64058 0.76231 -3.82032 0.1 0.2 0.3
H -1.32688 3.97541 5.27092 0.1 -0.1 -0.2
H -2.57118 2.44718 3.72842 0.1 0.1 0.0
H -1.76696 2.10943 1.42260 0.0 -0.1 0.1
H 1.66603 4.45902 2.19014 0.1 0.1 0.3
H 0.83995 4.92367 4.49525 0.3 0.3 0.3
H -0.35097 5.55842 0.82182 0.2 -0.1 0.2
H 0.30281 7.54382 -0.34009 -0.2 -0.2 -0.1
H 1.72251 7.42447 -2.41220 0.0 -0.2 0.1
H 2.44190 5.22967 -3.21694 -0.2 -0.3 0.3
H 4.65522 2.06904 -4.56682 -0.3 -0.2 0.2
H 4.80499 -0.06520 -5.85422 0.2 0.1 -0.2
H 2.89396 -1.66041 -5.80594 -0.1 0.2 0.0
H 0.83038 -0.90562 -4.59112 -0.6 -0.6 -0.1
C -2.57617 -0.58839 4.99267 -0.4 -0.2 -0.7
C -2.45113 0.25181 6.14963 -0.2 -0.5 -0.2
C -1.22175 0.79669 6.39665 -0.7 -0.6 0.3
C -0.15468 0.55456 5.56163 0.1 -0.1 -0.4
N -0.35186 -0.16244 4.33670 -0.4 0.4 0.5
C -1.57981 -0.76919 4.09269 0.2 0.3 0.5
C 1.10305 1.12147 5.46779 0.6 0.6 0.1
C 1.80493 2.04874 6.27358 0.4 -0.1 -0.1
C 2.99973 2.56871 5.84551 -0.5 -0.4 0.2
C 3.55378 2.20758 4.60125 0.0 0.1 -0.6
C 2.85645 1.35562 3.77586 0.1 -0.1 0.3
C 1.64354 0.77681 4.20148 0.7 0.8 0.3
H -3.51579 -1.08439 4.74887 0.1 0.2 0.2
H -3.30364 0.37445 6.80583 0.1 0.1 0.0
H -1.06424 1.35883 7.28772 0.2 0.6 0.5
H -1.66066 -1.32877 3.17933 0.0 -0.1 -0.1
H 1.44594 2.35215 7.23676 -0.4 0.1 0.4
H 3.51227 3.25955 6.48168 0.3 0.4 0.3
H 4.47885 2.68657 4.26438 -0.3 -0.3 0.1
H 3.22315 1.12571 2.79343 0.1 -0.1 -0.4
O 0.77727 -0.52325 2.33781 -0.1 0.0 0.1
C 0.70732 -0.01035 3.49883 0.0 -0.8 -1.4
N 1.86227 -3.71563 -2.53476 -0.2 -0.9 0.3
N 2.97121 -2.92691 -2.47394 0.9 1.5 0.0
N 4.17412 -3.32144 -2.84080 0.3 0.1 0.1
C 4.90844 -2.23610 -2.60442 -0.6 -0.3 -0.1
N 4.15228 -1.20586 -2.15180 0.4 -0.3 0.0
N 2.94445 -1.65726 -2.06488 -0.3 -0.4 0.0
H 1.07309 -3.19483 -2.89061 -0.1 0.2 -0.1
H 1.65040 -4.04925 -1.59501 0.0 0.1 -0.2
H 5.98465 -2.20065 -2.74230 -0.4 0.0 0.0
C 5.88982 -1.49005 1.34207 0.2 0.8 -0.4
As 3.95538 -1.58116 1.39961 -1.0 0.0 0.3
C 3.80200 -3.45782 0.83969 0.3 -0.2 -0.1
C 3.64715 -1.95318 3.31114 -0.6 -1.0 -0.2
H 6.37738 -2.34414 1.75207 0.4 -0.7 0.4
H 6.20974 -0.58824 1.87532 0.0 -0.1 -0.1
H 6.17904 -1.38765 0.28840 0.0 0.0 0.2
H 4.34599 -4.13251 1.51220 0.0 0.2 -0.1
H 4.19512 -3.58722 -0.16969 0.1 0.0 0.0
H 2.76269 -3.75806 0.82646 -0.4 0.0 0.1
H 4.18637 -2.84683 3.65199 0.2 0.2 -0.2
H 2.56539 -2.18255 3.45528 0.7 0.5 -0.2
H 3.93136 -1.10712 3.90923 0.0 0.4 0.3
C -2.33149 -0.89739 -4.54809 -0.3 0.1 0.3
C -2.46035 -2.07972 -3.59938 -0.2 -0.7 0.3
C -3.50095 -3.05372 -4.20861 -0.2 0.4 0.1
C -1.10006 -2.77926 -3.66177 0.5 -0.6 1.0
Si -2.66737 -1.44515 -1.68086 -0.1 0.1 0.0
C -4.17985 -0.11716 -1.75210 0.2 0.0 -0.1
C -4.76484 0.09300 -0.35338 0.3 0.2 0.2
C -5.37050 -0.38462 -2.67974 -0.1 0.3 -0.1
C -3.57480 1.24954 -2.14645 0.5 -0.1 -0.5
C -3.39113 -3.02144 -0.63854 -0.4 0.2 -0.3
C -2.51691 -4.24008 -0.93979 -0.2 0.0 -0.2
C -3.23240 -2.68703 0.85990 0.2 -0.2 -0.3
C -4.85965 -3.47349 -0.86435 0.2 0.3 -0.1
H -2.04239 -1.28494 -5.52487 0.0 0.1 -0.4
H -1.56671 -0.19153 -4.22136 0.1 0.1 0.1
H -3.27530 -0.35449 -4.62415 0.1 0.0 -0.2
H -3.16630 -3.36435 -5.21073 -0.1 0.0 0.0
H -4.48538 -2.57387 -4.32764 0.3 -0.1 0.0
H -3.67231 -3.96060 -3.61969 0.2 0.1 0.0
H -0.79544 -3.08050 -4.67008 -0.1 0.1 -0.3
H -1.04931 -3.70816 -3.03683 -0.1 0.7 -0.4
H -0.33888 -2.08000 -3.26426 -0.3 -0.2 -0.1
H -5.33117 -0.76908 -0.00589 0.0 0.0 0.0
H -5.44186 0.96214 -0.32734 0.0 0.0 -0.2
H -3.97559 0.30536 0.37553 0.0 -0.1 0.0
H -5.89648 -1.32883 -2.47583 0.2 0.2 0.0
H -5.04183 -0.38875 -3.73004 -0.4 0.0 0.2
H -6.10234 0.44645 -2.51383 0.2 -0.5 -0.4
H -2.86382 1.59107 -1.38685 0.1 -0.1 -0.1
H -4.36242 1.99315 -2.17859 -0.5 0.4 0.0
H -3.06606 1.30649 -3.14455 -0.4 -0.3 0.9
H -1.47546 -4.03253 -0.72739 0.4 0.1 0.0
H -2.60860 -4.56799 -1.98008 0.0 0.1 0.1
H -2.79731 -5.09475 -0.32303 -0.2 -0.2 0.3
H -2.19392 -2.41765 1.10880 -0.3 -0.1 -0.1
H -3.54231 -3.55182 1.45928 0.1 -0.1 0.1
H -3.87149 -1.86521 1.15698 -0.1 0.2 0.1
H -5.04885 -3.75281 -1.91248 0.1 0.0 0.3
H -5.59617 -2.70189 -0.59316 0.3 -0.2 -0.1
H -5.05632 -4.34626 -0.22131 -0.1 0.0 -0.1
```
Forces are in eV/Å.

Computed properties:
Total charge: -2
Relative energy (zero: lowest compared OMol25 entry of this formula, charge and spin) in kcal per mole: 0.0
Calculated total energy in eV: -133956.624
Orbital gap in eV: 4.33
HOMO level in eV: -0.687